No. 1
{
  "formula": "C5H16NO",
  "method": "wB97M-V/def2-TZVPD",
  "elements": ["C", "C", "C", "C", "C", "N", "H", "H", "H", "H", "H", "H", "H", "H", "H", "H", "H", "H", "H", "H", "H", "H", "O"],
  "positions_angstrom": [[-1.08817, 0.82993, -1.35002], [-0.72663, 1.32041, 0.00370], [-1.11298, 0.44875, 1.17547], [-0.25203, -0.81063, 1.37557], [-0.70491, -1.99703, 0.57131], [2.25169, 0.83463, 0.07485], [-2.12620, 0.49694, -1.43956], [-0.90355, 1.60693, -2.10873], [-0.37672, -0.04802, -1.55699], [0.39236, 1.42332, 0.04727], [-2.12791, 0.09841, 1.11235], [-0.98571, 1.06431, 2.05223], [-0.19343, -1.12244, 2.42194], [0.77154, -0.45381, 1.05252], [-0.05203, -2.83806, 0.82346], [-0.55742, -1.80572, -0.51008], [-1.73073, -2.27759, 0.74322], [2.95079, 0.32585, 0.59114], [-1.09706, 2.35673, 0.13470], [2.65227, 1.72295, -0.22728], [1.86329, 0.28125, -0.71229], [1.20676, -0.98728, -2.28181], [0.79832, -0.58429, -1.46981]],
  "homo_lumo_gap_ev": 5.49,
  "total_charge": 1,
  "e_above_lowest_kj_mol": 716.0
}



No. 2
{
  "formula": "C5H16NO2",
  "method": "wB97M-V/def2-TZVPD",
  "elements": ["C", "C", "C", "C", "C", "N", "H", "H", "H", "H", "H", "H", "H", "H", "H", "H", "H", "H", "H", "H", "O", "H", "H", "O"],
  "positions_angstrom": [[1.02264, 1.15216, -0.20696], [1.50844, -0.27744, -0.25078], [1.47419, -0.82591, -1.71499], [-0.87280, -1.61295, -1.84722], [0.12165, -0.86620, -2.30003], [0.34094, 1.54203, 1.06195], [1.78957, 1.94366, -0.31570], [0.36868, 1.35539, -1.05106], [0.67503, -0.83536, 0.20776], [2.43097, -0.43355, 0.31642], [2.27837, -0.36893, -2.33847], [1.82927, -1.85883, -1.66881], [-0.96440, -2.23449, -0.97042], [-1.92469, -1.49710, -2.15726], [-0.03492, -0.08434, -3.06709], [0.70366, 1.10514, 1.91729], [-0.66143, 1.25818, 0.97374], [0.32579, 2.55141, 1.20470], [-2.82857, 2.23384, 2.50673], [-3.66805, 1.21419, 1.81194], [-2.73459, 1.40570, 2.02687], [-0.85109, -1.59280, 2.67866], [-0.07724, -1.93311, 1.22609], [-0.25143, -1.34070, 1.95663]],
  "homo_lumo_gap_ev": 9.99,
  "total_charge": 1,
  "e_above_lowest_kj_mol": 164.4
}



No. 3
{
  "formula": "C5H16NO3",
  "method": "wB97M-V/def2-TZVPD",
  "elements": ["C", "N", "C", "C", "C", "C", "O", "H", "H", "H", "H", "H", "H", "H", "H", "H", "H", "H", "H", "H", "H", "O", "H", "H", "O"],
  "positions_angstrom": [[-0.66732, 1.07352, -1.48504], [-1.05864, -0.17298, -0.80274], [1.99630, -1.87502, 0.52338], [1.27808, -0.69736, -0.14241], [-0.19921, -0.55292, 0.33697], [-0.33869, 0.38408, 1.58015], [-1.18477, 1.45372, 1.42227], [-1.25326, 1.14623, -2.40999], [0.38592, 1.02509, -1.73671], [-0.86317, 1.93124, -0.84187], [-2.00564, -0.07533, -0.43335], [2.77792, -2.26235, -0.14659], [2.53659, -1.62493, 1.44046], [1.32291, -2.71708, 0.71911], [1.84817, 0.17703, 0.13161], [1.20560, -0.87463, -1.21957], [-0.48529, -1.58467, 0.53504], [-0.65006, -0.26172, 2.44863], [0.69279, 0.68908, 1.89295], [-0.01409, -2.78128, -1.29757], [-0.68009, -2.15650, -2.38983], [-0.56280, -3.06120, -2.05660], [0.55368, 3.41612, 0.26163], [-0.06169, 2.64203, 1.39962], [0.46991, 3.48555, 1.22090]],
  "homo_lumo_gap_ev": 7.10,
  "total_charge": -1,
  "e_above_lowest_kj_mol": 106.6
}



No. 4
{
  "formula": "C5H16NOS",
  "method": "wB97M-V/def2-TZVPD",
  "elements": ["C", "C", "C", "S", "H", "H", "H", "H", "H", "H", "H", "H", "C", "O", "C", "N", "H", "H", "H", "H", "H", "H", "H", "H"],
  "positions_angstrom": [[-0.24580, -1.09467, -0.09613], [1.15503, -1.72072, -0.18891], [1.99435, -1.41829, 1.03485], [3.46727, -2.49927, 1.04449], [-0.82189, -1.32143, -0.99612], [-0.19434, -0.00174, -0.03909], [-0.75301, -1.51826, 0.77217], [1.02052, -2.79503, -0.32763], [1.64768, -1.35808, -1.09198], [1.43339, -1.61089, 1.95150], [2.30244, -0.37424, 1.04342], [4.30499, -1.63268, 1.62385], [-2.32235, 2.53031, 0.01304], [-1.78421, 3.82424, -0.04490], [-2.22827, 2.00025, -1.40615], [-2.83101, 0.60868, -1.47254], [-3.37510, 2.53965, 0.33273], [-1.76023, 1.88053, 0.68923], [-1.55989, 4.12315, 0.84226], [-2.78682, 2.62412, -2.10391], [-1.19982, 1.92302, -1.75942], [-3.82128, 0.67666, -1.22092], [-2.33960, -0.00229, -0.80702], [-2.73085, 0.24014, -2.41851]],
  "homo_lumo_gap_ev": 7.60,
  "total_charge": 1,
  "e_above_lowest_kj_mol": 103.8
}



No. 5
{
  "formula": "C5H16NS",
  "method": "wB97M-V/def2-TZVPD",
  "elements": ["C", "C", "C", "S", "H", "H", "H", "H", "H", "H", "H", "H", "C", "N", "C", "H", "H", "H", "H", "H", "H", "H", "H"],
  "positions_angstrom": [[1.67399, 2.20536, -1.31468], [0.33316, 1.98749, -0.67165], [0.38374, 1.20135, 0.62699], [-1.26962, 0.77998, 1.36866], [1.64771, 2.73963, -2.31715], [2.07554, 1.20034, -1.61821], [2.45717, 2.66176, -0.70526], [-0.23167, 2.94251, -0.56484], [-0.29212, 1.40737, -1.36473], [0.93417, 1.76908, 1.38371], [1.05426, 0.31839, 0.46874], [-0.62140, 0.27716, 2.46826], [-0.45791, -1.36322, -1.39270], [-0.01746, -2.61713, -0.64102], [0.35662, -2.44456, 0.79228], [-0.54598, -1.66405, -2.44229], [-1.44982, -1.06694, -1.05278], [0.24732, -0.54654, -1.33378], [0.82388, -2.99304, -1.12544], [-0.69276, -3.37083, -0.82812], [1.12862, -1.73365, 0.88082], [0.67903, -3.48845, 1.11458], [-0.51544, -2.13115, 1.38368]],
  "homo_lumo_gap_ev": 8.96,
  "total_charge": 1,
  "e_above_lowest_kj_mol": 125.3
}



No. 6
{
  "formula": "C5H16NSi",
  "method": "wB97M-V/def2-TZVPD",
  "elements": ["C", "C", "C", "C", "Si", "C", "N", "H", "H", "H", "H", "H", "H", "H", "H", "H", "H", "H", "H", "H", "H", "H", "H"],
  "positions_angstrom": [[2.86859, -0.30181, 0.28336], [1.53561, -0.56495, -0.35375], [0.37848, 0.39324, 0.16379], [0.72298, 1.76552, -0.27504], [-1.33690, 0.00751, -0.50523], [-2.69011, 0.89930, 0.45890], [-1.59596, -1.91926, -0.15899], [3.55463, -1.01892, -0.24420], [2.86402, -0.26420, 1.37859], [3.21852, 0.78503, 0.00876], [1.52711, -0.36064, -1.49183], [1.43623, -1.68086, -0.30586], [0.52475, 0.41141, 1.28075], [1.88355, 2.02728, 0.02548], [0.67035, 1.87932, -1.40150], [0.13956, 2.48931, 0.19349], [-1.35464, -0.01092, -1.91286], [-2.96063, 0.23741, 1.20932], [-2.31319, 1.87419, 0.91750], [-3.55309, 1.15941, -0.32625], [-1.06762, -2.38252, -0.95509], [-1.02682, -2.36303, 0.51740], [-2.48409, -2.28982, -0.27975]],
  "homo_lumo_gap_ev": 10.39,
  "total_charge": 1,
  "smiles": "CC[C@@H](C)[Si@H](C)[NH3+]",
  "e_above_lowest_kj_mol": 13.3
}



What did the first record say?
{
  "formula": "C5H16NO",
  "method": "wB97M-V/def2-TZVPD",
  "elements": ["C", "C", "C", "C", "C", "N", "H", "H", "H", "H", "H", "H", "H", "H", "H", "H", "H", "H", "H", "H", "H", "H", "O"],
  "positions_angstrom": [[-1.08817, 0.82993, -1.35002], [-0.72663, 1.32041, 0.00370], [-1.11298, 0.44875, 1.17547], [-0.25203, -0.81063, 1.37557], [-0.70491, -1.99703, 0.57131], [2.25169, 0.83463, 0.07485], [-2.12620, 0.49694, -1.43956], [-0.90355, 1.60693, -2.10873], [-0.37672, -0.04802, -1.55699], [0.39236, 1.42332, 0.04727], [-2.12791, 0.09841, 1.11235], [-0.98571, 1.06431, 2.05223], [-0.19343, -1.12244, 2.42194], [0.77154, -0.45381, 1.05252], [-0.05203, -2.83806, 0.82346], [-0.55742, -1.80572, -0.51008], [-1.73073, -2.27759, 0.74322], [2.95079, 0.32585, 0.59114], [-1.09706, 2.35673, 0.13470], [2.65227, 1.72295, -0.22728], [1.86329, 0.28125, -0.71229], [1.20676, -0.98728, -2.28181], [0.79832, -0.58429, -1.46981]],
  "homo_lumo_gap_ev": 5.49,
  "total_charge": 1,
  "e_above_lowest_kj_mol": 716.0
}



Q: What is the formula in the fifth record?
A: C5H16NS